C7H13N3S | ωB97M-V/def2-TZVPD

Structure (ORCA input):
```
! RIJCOSX wB97M-V def2-TZVPD def2/J DEFGRID3
* xyz 0 1
C 0.43 2.48 -0.54
C 0.18 1.52 0.61
N 0.25 0.12 0.18
C -0.77 -0.75 -0.17
C -2.25 -0.50 -0.10
C -2.75 -0.41 1.35
C -2.72 0.70 -0.95
N -0.29 -1.90 -0.55
N 1.06 -1.75 -0.44
C 1.45 -0.54 0.00
S 3.00 0.02 0.25
H -0.32 2.35 -1.34
H 1.42 2.31 -0.96
H 0.37 3.51 -0.15
H -0.79 1.64 1.07
H 0.95 1.63 1.39
H -2.68 -1.37 -0.53
H -2.38 0.48 1.84
H -2.46 -1.30 1.89
H -3.86 -0.36 1.37
H -2.34 0.63 -1.97
H -2.39 1.64 -0.51
H -3.78 0.71 -1.00
H 1.65 -2.50 -0.66
*
```

Its LUMO energy is 0.0288 hartree. The HOMO energy is -0.2909 Eh. Its SMILES is CCn1c(C(C)C)n[nH]c1=S. For the total energy, the calculation gives -22775.921 eV. For the frontier orbital gap, the calculation gives 8.70 eV.

Löwdin population analysis, charges in e, atoms 1 to 6: number 1, C, carries -0.077; number 2, C, carries -0.209; number 3, N, carries -0.003; number 4, C, carries -0.263; number 5, C, carries -0.343; number 6, C, carries -0.054

C5H14Si3 | ωB97M-V/def2-TZVPD

Structure (ORCA input):
```
! RIJCOSX wB97M-V def2-TZVPD def2/J DEFGRID3
* xyz 0 1
C -3.04 -2.80 0.48
C -2.56 -1.81 0.05
C 2.19 1.28 0.59
C 1.28 -0.32 -1.97
C 1.53 -1.73 0.89
Si -2.66 2.22 -0.23
Si -1.08 0.66 0.54
Si 1.03 -0.08 -0.04
H -3.44 -3.74 0.77
H 1.80 2.15 -0.01
H 2.20 1.48 1.59
H 3.26 0.98 0.31
H 1.66 -1.38 -2.14
H 0.50 0.00 -2.69
H 2.11 0.28 -2.12
H 0.65 -2.23 0.84
H 2.33 -2.39 0.33
H 1.77 -1.54 2.00
H -3.96 1.73 -0.49
H -1.86 2.89 -1.46
H -2.78 3.26 0.71
H -0.92 1.07 2.05
*
```

Its LUMO energy is -0.0458 hartree. The HOMO energy is -0.3382 Eh. For the total energy, the calculation gives -29038.619 eV. For the frontier orbital gap, the calculation gives 7.96 eV.

Löwdin population analysis, charges in e, atoms 1 to 6: number 1, C, carries -0.177; number 2, C, carries -0.217; number 3, C, carries -0.241; number 4, C, carries -0.203; number 5, C, carries -0.213; number 6, Si, carries 0.422

C4H5N3O2 | ωB97M-V/def2-TZVPD

Structure (ORCA input):
```
! RIJCOSX wB97M-V def2-TZVPD def2/J DEFGRID3
* xyz 0 1
H 3.54 1.58 0.00
N 2.61 1.87 0.47
C 1.57 1.32 0.07
N 1.30 0.29 -0.82
C 0.08 0.01 -0.68
N -0.64 1.04 -0.11
O 0.39 1.78 0.64
O -1.73 0.44 0.54
C -1.49 -1.02 0.64
C -0.74 -1.26 -0.63
H -0.93 -1.24 1.57
H -2.58 -1.30 0.62
H -0.17 -2.21 -0.70
H -1.21 -1.29 -1.63
*
```

Its LUMO energy is 0.0001 hartree. The HOMO energy is -0.3441 Eh. Its SMILES is [H]/N=c1\nc2n(o1)OCC2. For the total energy, the calculation gives -12789.633 eV. For the frontier orbital gap, the calculation gives 9.37 eV.

Löwdin population analysis, charges in e, atoms 1 to 6: number 1, H, carries 0.104; number 2, N, carries 0.149; number 3, C, carries -0.524; number 4, N, carries 0.206; number 5, C, carries -0.299; number 6, N, carries -0.004

C36H48BN10OS3Sc | ωB97M-V/def2-TZVPD

Structure (ORCA input):
```
! RIJCOSX wB97M-V def2-TZVPD def2/J DEFGRID3
* xyz -2 1
Sc -14.66 -9.71 -9.99
C -10.41 -12.56 -11.53
C -10.15 -11.28 -12.37
C -10.14 -10.08 -11.38
C -8.69 -11.49 -12.97
N -11.08 -10.95 -13.47
C -10.63 -10.42 -14.73
C -11.80 -10.06 -15.38
N -12.83 -10.18 -14.52
B -14.28 -9.83 -14.99
N -14.49 -8.23 -15.12
C -15.60 -7.75 -15.85
C -15.79 -6.48 -15.50
N -14.75 -6.16 -14.52
C -13.97 -7.24 -14.28
S -12.60 -7.25 -13.37
C -14.59 -4.86 -13.86
C -15.64 -3.89 -14.25
C -14.74 -5.05 -12.23
C -13.25 -4.26 -14.08
N -15.51 -10.48 -14.24
C -16.26 -11.49 -14.79
C -17.43 -11.61 -14.13
N -17.50 -10.66 -13.17
C -16.29 -9.98 -13.21
S -15.98 -8.55 -12.20
C -18.70 -10.39 -12.38
C -19.31 -9.12 -13.01
C -18.44 -10.30 -10.87
C -19.75 -11.49 -12.56
C -12.45 -10.76 -13.34
S -13.44 -11.43 -12.11
H -9.42 -13.14 -11.39
H -11.23 -13.18 -11.86
H -10.71 -12.18 -10.54
H -9.56 -10.30 -10.45
H -11.18 -10.02 -11.01
H -9.90 -9.22 -11.95
H -8.15 -11.89 -12.14
H -8.32 -10.53 -13.35
H -8.73 -12.29 -13.72
H -9.57 -10.34 -14.98
H -12.03 -9.66 -16.40
H -14.43 -10.29 -16.11
H -16.30 -8.37 -16.47
H -16.56 -5.72 -15.62
H -16.65 -4.25 -13.97
H -15.74 -3.58 -15.38
H -15.56 -2.98 -13.74
H -15.77 -5.11 -11.97
H -14.40 -4.09 -11.83
H -14.16 -5.92 -11.93
H -13.23 -3.20 -13.87
H -12.97 -4.45 -15.14
H -12.61 -4.82 -13.42
H -15.97 -12.09 -15.59
H -18.18 -12.41 -14.29
H -18.68 -8.31 -12.82
H -20.26 -9.03 -12.49
H -19.37 -9.28 -14.09
H -17.69 -9.49 -10.69
H -18.05 -11.26 -10.58
H -19.34 -10.11 -10.30
H -20.11 -11.51 -13.55
H -20.63 -11.23 -12.02
H -19.48 -12.41 -12.04
N -17.71 -9.47 -6.90
C -17.45 -8.01 -6.98
C -16.66 -7.69 -8.01
N -16.23 -8.83 -8.77
C -16.96 -9.86 -8.15
C -16.75 -11.12 -8.60
N -15.85 -11.49 -9.60
C -16.08 -12.86 -9.83
C -16.98 -13.32 -8.95
N -17.44 -12.29 -8.16
H -17.13 -9.89 -6.16
H -17.80 -7.30 -6.26
H -16.34 -6.75 -8.38
H -15.49 -13.46 -10.46
H -17.49 -14.29 -8.88
H -18.41 -12.21 -7.93
C -13.02 -10.21 -8.59
C -12.72 -11.11 -7.55
C -13.60 -12.07 -7.04
C -13.23 -12.91 -6.01
C -11.94 -12.82 -5.34
C -11.08 -11.92 -5.85
C -11.48 -11.04 -6.83
H -14.52 -12.20 -7.56
H -13.95 -13.66 -5.66
H -11.68 -13.51 -4.55
H -9.98 -11.98 -5.51
H -10.82 -10.22 -7.12
C -12.54 -7.97 -7.48
C -12.85 -8.89 -8.66
O -13.26 -8.28 -9.78
H -13.44 -7.50 -7.03
H -11.75 -7.23 -7.80
H -12.14 -8.52 -6.58
*
```

Its LUMO energy is 0.1522 hartree. The HOMO energy is 0.0335 Eh. For the total energy, the calculation gives -108944.527 eV. For the frontier orbital gap, the calculation gives 3.23 eV.

Löwdin population analysis, charges in e, atoms 1 to 6: number 1, Sc, carries 0.712; number 2, C, carries -0.065; number 3, C, carries -0.517; number 4, C, carries -0.028; number 5, C, carries -0.065; number 6, N, carries -0.013

C28H34N7O3RhS | ωB97M-V/def2-TZVPD

Structure (ORCA input):
```
! RIJCOSX wB97M-V def2-TZVPD def2/J DEFGRID3
* xyz 2 1
Rh 0.40 1.19 -1.03
C 2.55 -1.31 3.62
C 2.27 0.17 3.39
N 3.06 0.73 2.28
C 4.53 0.66 2.43
C 5.16 -0.39 1.54
C 2.55 1.36 1.24
S 0.79 1.52 1.13
N 3.40 1.95 0.40
C 3.14 2.37 -0.82
O 2.15 1.98 -1.54
C 4.09 3.30 -1.45
C 3.87 3.75 -2.76
C 4.75 4.64 -3.34
C 5.85 5.10 -2.62
C 6.07 4.66 -1.32
C 5.20 3.76 -0.73
H 1.90 -1.67 4.42
H 3.58 -1.49 3.94
H 2.35 -1.88 2.72
H 2.52 0.76 4.28
H 1.22 0.32 3.19
H 4.72 0.46 3.49
H 4.92 1.65 2.20
H 4.78 -1.39 1.77
H 6.24 -0.40 1.70
H 4.98 -0.17 0.49
H 3.03 3.38 -3.32
H 4.59 4.98 -4.35
H 6.54 5.80 -3.07
H 6.93 5.01 -0.76
H 5.36 3.41 0.28
N 2.47 -2.32 -1.46
C 1.61 -2.77 -0.47
C 0.81 -1.72 -0.17
N 1.18 -0.65 -0.96
C 2.19 -1.05 -1.73
H 3.19 -2.87 -1.91
H 1.65 -3.77 -0.09
H 0.01 -1.65 0.54
H 2.71 -0.44 -2.44
C -4.56 -5.66 0.56
C -5.07 -4.25 0.45
C -4.60 -3.25 1.29
C -5.10 -1.95 1.22
C -6.08 -1.64 0.28
N -6.64 -0.34 0.15
C -6.15 0.87 0.56
O -6.84 1.78 0.93
N -4.75 1.06 0.52
C -3.82 0.61 -0.39
C -4.13 -0.05 -1.59
C -3.11 -0.47 -2.42
C -1.80 -0.21 -2.08
N -1.50 0.46 -0.96
C -2.47 0.85 -0.13
C -6.56 -2.64 -0.56
C -6.06 -3.92 -0.47
H -3.60 -5.70 1.08
H -4.43 -6.12 -0.42
H -5.26 -6.28 1.12
H -3.86 -3.48 2.04
H -4.76 -1.21 1.93
H -7.64 -0.31 0.01
H -4.50 1.87 1.07
H -5.16 -0.23 -1.86
H -3.33 -0.99 -3.34
H -0.97 -0.55 -2.70
H -2.17 1.37 0.77
H -7.33 -2.40 -1.28
H -6.46 -4.69 -1.13
O -0.38 3.16 -1.18
H -0.32 3.65 -0.35
H 0.13 3.68 -1.82
*
```

Its LUMO energy is -0.2673 hartree. The HOMO energy is -0.4648 Eh. For the total energy, the calculation gives -59993.614 eV. For the frontier orbital gap, the calculation gives 5.37 eV.

Löwdin population analysis, charges in e, atoms 1 to 6: number 1, Rh, carries 0.943; number 2, C, carries -0.058; number 3, C, carries -0.211; number 4, N, carries -0.089; number 5, C, carries -0.173; number 6, C, carries -0.054

C4H7N3 | ωB97M-V/def2-TZVPD

Structure (ORCA input):
```
! RIJCOSX wB97M-V def2-TZVPD def2/J DEFGRID3
* xyz 0 1
C 2.14 -0.05 0.29
N 1.23 0.37 -0.75
C -0.13 0.29 -0.49
C -0.66 -0.11 0.77
C -1.99 -0.31 0.54
N -2.22 0.05 -0.74
N -1.09 0.41 -1.41
H 1.79 -0.99 0.72
H 3.14 -0.24 -0.13
H 2.26 0.67 1.12
H 1.57 1.02 -1.44
H -0.13 -0.16 1.71
H -2.75 -0.75 1.17
H -3.10 -0.06 -1.23
*
```

Its LUMO energy is 0.0408 hartree. The HOMO energy is -0.2903 Eh. Its SMILES is CNc1cc[nH]n1. For the total energy, the calculation gives -8731.044 eV. For the frontier orbital gap, the calculation gives 9.01 eV.

Löwdin population analysis, charges in e, atoms 1 to 6: number 1, C, carries -0.128; number 2, N, carries -0.037; number 3, C, carries -0.386; number 4, C, carries -0.053; number 5, C, carries -0.122; number 6, N, carries -0.053